{"formula": "C6H10O", "method": "ωB97M-V with the def2-TZVPD basis set", "total_energy_ha": -309.64611, "gap_ev": [7.99, 8.27], "fmax_ev_per_a": 0.77, "multiplicity": 1, "de_lowest_kcal_mol": 123.2, "symbols": ["C", "C", "C", "C", "O", "C", "C", "H", "H", "H", "H", "H", "H", "H", "H", "H", "H"], "coordinates": [[-0.6312, 0.6542, -2.3013], [0.3867, 0.3356, -1.2003], [-0.2355, 0.3997, 0.1655], [1.4125, -0.6444, 1.8279], [-0.5494, 1.6784, 0.5130], [-0.9059, -0.6665, 0.7406], [-0.8611, -1.5902, 1.5751], [-0.1586, 0.6266, -3.2884], [-1.0597, 1.6499, -2.1528], [-1.4488, -0.0746, -2.2919], [1.2076, 1.0604, -1.2269], [0.8142, -0.6604, -1.3498], [0.6597, -0.0561, 2.3070], [1.2930, -1.2733, 0.9714], [2.3967, -0.6502, 2.3027], [-1.0506, 1.6620, 1.3403], [-1.2697, -2.4513, 2.0681]], "lowdin_charge": [-0.092, -0.198, -0.390, 0.086, 0.051, -0.142, 0.097, 0.072, 0.075, 0.078, 0.121, 0.117, -0.020, -0.021, 0.004, 0.121, 0.041]}